Entry 1:
Formula: C20H35N5
Source: the Open Molecules 2025 dataset
Level of theory: the ωB97M-V functional and the def2-TZVPD basis

Geometry as ORCA input:
```
! wB97M-V def2-TZVPD RIJCOSX def2/J DEFGRID3
* xyz 0 1
N -2.22 -0.28 -6.96
N 3.21 -0.54 2.26
N -1.75 -0.11 6.82
N -2.08 0.81 1.76
N -4.18 4.75 -0.33
C -4.99 1.70 -2.34
C 0.38 -2.19 4.75
C -0.61 -1.00 4.63
C -0.46 -2.05 -6.43
C 3.95 0.07 1.66
C 0.66 -0.42 0.01
C -0.99 0.50 1.64
C -3.07 2.38 -0.87
C -1.43 -1.10 -6.74
C -0.05 -2.12 -4.95
C -0.14 -1.68 -0.37
C 5.09 2.27 1.40
C 0.46 -0.82 -4.34
C -3.50 1.80 -2.23
C 4.89 0.86 0.83
C -3.69 3.71 -0.60
C 0.42 0.08 1.44
C 3.79 3.07 1.45
C -0.15 -3.31 5.70
C -1.21 -0.54 5.88
H 0.45 -1.83 -6.99
H -0.32 -2.87 6.68
H -0.92 -2.47 -4.39
H 1.38 -1.93 5.08
H -5.36 1.60 -3.35
H 3.95 3.98 2.04
H 0.77 -2.83 -4.94
H 0.44 -0.72 2.18
H 5.81 2.81 0.77
H -0.10 -2.44 0.41
H -1.43 -1.39 4.02
H -5.36 0.89 -1.71
H -3.05 0.81 -2.35
H 3.37 3.25 0.46
H -0.01 -0.19 4.23
H 4.45 0.95 -0.17
H 0.49 -4.19 5.74
H 0.28 -2.14 -1.27
H -3.30 1.73 -0.03
H -1.11 -3.76 5.44
H 1.71 -0.71 -0.08
H -1.18 -1.45 -0.58
H -5.53 2.61 -2.04
H 0.46 -2.64 3.76
H 0.68 -0.90 -3.28
H -0.93 -2.98 -6.75
H 5.87 0.38 0.86
H 3.01 2.49 1.93
H -2.00 2.60 -0.84
H -3.14 2.33 -3.11
H 0.39 0.31 -0.75
H 1.12 0.86 1.75
H 5.62 2.37 2.34
H -0.20 0.04 -4.38
H 1.36 -0.38 -4.77
*
```

Output
**Strongest force on any atom**: 4.48 eV/A
**Gap between HOMO and LUMO**: 11.13 eV
**Energy**: -28756.0783 eV
**SMILES**: CCCC#N.CCCC#N.CCCC#N.CCCC#N.CCCC#N

Entry 2:
Formula: C43H101O27P5
Source: the Open Molecules 2025 dataset
Level of theory: the ωB97M-V functional and the def2-TZVPD basis

Geometry as ORCA input:
```
! wB97M-V def2-TZVPD RIJCOSX def2/J DEFGRID3
* xyz 0 1
P 6.65 -5.77 -4.76
P 5.63 5.34 -3.17
P -0.35 -0.85 0.99
P 3.07 3.05 -12.01
P -10.05 2.32 2.82
O 0.66 -2.07 0.96
O -3.66 8.09 -1.52
O 6.93 -6.19 4.70
O -5.71 6.66 9.18
O -5.40 0.46 -6.29
O 2.65 4.63 -12.12
O -0.14 -0.25 2.51
O 4.56 2.69 -12.04
O -11.04 1.23 2.94
O 6.75 6.46 -3.70
O 7.73 -6.92 -5.27
O 0.44 0.27 0.07
O 6.51 4.51 -2.08
O 6.98 0.88 7.89
O 6.43 -4.68 -5.73
O 2.20 2.48 -10.78
O 7.28 -5.23 -3.39
O 4.43 5.96 -2.64
O -1.77 -1.13 0.64
O 2.26 2.44 -13.30
O -8.83 2.43 3.88
O 5.35 -6.55 -4.30
O -10.71 3.81 2.76
O -9.25 2.15 1.43
O 0.15 -6.07 9.38
O -5.66 -10.21 -0.70
O 5.40 4.23 -4.35
C -4.35 6.29 8.78
C 5.95 3.63 -1.08
C -4.27 -10.40 -0.95
C -4.25 6.81 7.43
C -3.48 8.21 -0.11
C 6.27 -8.27 4.94
C 5.29 -7.67 3.92
C -11.47 4.51 3.81
C 0.28 0.18 -1.28
C 0.32 -3.27 0.19
C -9.08 2.06 5.19
C -4.58 -8.66 0.65
C -6.03 7.91 8.58
C -3.91 6.79 0.36
C 5.17 2.20 8.26
C -3.77 -9.05 -0.56
C -5.83 -9.44 0.56
C -6.98 0.98 -7.92
C 6.37 0.95 6.56
C 2.42 1.12 -13.76
C 5.57 -6.19 4.19
C 0.90 3.01 -10.35
C 3.13 5.58 -11.23
C 6.60 3.80 -4.99
C 8.37 -4.28 -3.42
C -8.64 0.91 1.20
C 6.08 1.18 8.86
C 8.81 -6.68 -6.12
C 5.28 1.93 6.74
C 0.61 -4.80 9.95
C -5.22 -0.61 -7.20
C 7.49 -7.43 4.86
C -0.71 -5.72 8.34
C -0.44 -4.32 7.82
C -6.18 -0.23 -8.37
C -3.50 6.76 -2.08
C -6.74 0.96 -6.47
C 4.37 -6.70 -5.23
C -3.63 5.83 -0.80
C 6.71 7.83 -3.22
C -4.91 8.17 7.57
C 0.55 -3.77 8.81
C -0.92 0.92 3.03
H -2.53 6.85 -2.57
H -6.68 1.91 -8.39
H -11.55 3.87 4.69
H -4.33 6.60 -2.78
H 5.29 -5.62 3.31
H -12.40 4.88 3.39
H 0.15 2.27 -10.62
H -1.92 0.57 3.25
H -5.92 -10.10 1.42
H -3.93 -8.84 1.52
H 8.98 -4.69 -2.62
H -7.67 1.06 0.72
H -4.16 -0.67 -7.42
H 0.90 3.03 -9.26
H 2.26 6.07 -10.80
H 1.54 -3.68 8.35
H -4.98 6.74 0.53
H -3.18 6.79 7.22
H -8.66 0.17 2.00
H -6.84 -1.07 -8.58
H -3.94 -10.75 -1.92
H 5.93 2.64 -1.54
H 0.65 -0.76 -1.69
H -5.98 8.83 9.16
H -4.14 8.89 7.83
H 1.65 -4.81 10.28
H -4.82 -7.60 0.64
H 8.75 -7.30 -7.02
H -1.05 1.56 2.15
H -4.70 6.12 6.72
H -2.69 -9.02 -0.43
H 7.17 1.41 5.97
H 5.90 -8.19 5.96
H -0.18 -2.96 -0.73
H -0.01 -4.27 6.82
H -3.46 6.37 1.25
H 8.06 -3.24 -3.33
H 8.88 -4.35 -4.38
H 0.79 4.05 -10.66
H 3.95 -5.72 -5.47
H 6.30 3.92 -6.03
H -8.41 1.25 5.47
H 5.57 3.17 8.56
H -3.58 6.71 9.43
H 6.53 8.54 -4.03
H -0.76 0.22 -1.59
H -8.72 2.87 5.82
H 5.47 2.93 6.34
H 6.60 3.41 -0.24
H -0.42 1.40 3.87
H 4.23 -7.83 4.15
H 0.73 1.01 -1.83
H -5.15 8.51 6.57
H -2.81 5.19 -0.47
H 0.33 -2.80 9.24
H -6.71 -8.81 0.39
H 5.59 -7.88 2.90
H 7.74 8.06 -2.92
H 4.92 -6.01 5.04
H 3.60 -7.32 -4.79
H 4.32 1.60 6.34
H 8.14 -7.83 4.08
H -8.05 0.84 -8.09
H 3.00 1.07 -14.69
H -7.51 0.37 -5.98
H 6.89 2.75 -4.93
H 4.77 -7.08 -6.17
H -10.93 5.42 4.07
H -4.10 9.00 0.32
H -4.01 -8.48 -1.46
H -5.51 -1.59 -6.81
H -4.28 5.20 8.82
H 2.99 0.37 -13.20
H 8.18 -7.42 5.71
H 5.06 4.15 -0.71
H -6.92 1.96 -6.08
H 4.17 2.19 8.68
H -4.46 5.16 -1.01
H -2.43 8.40 0.10
H 3.91 5.36 -10.50
H 5.65 0.21 9.12
H -10.13 1.85 5.40
H 9.74 -6.91 -5.59
H 6.09 7.97 -2.33
H -0.20 -3.87 0.93
H -0.71 -6.53 7.61
H 6.63 1.55 9.72
H 6.04 0.01 6.12
H 3.53 6.42 -11.78
H 7.50 4.38 -4.81
H -0.02 -4.57 10.81
H 8.98 -5.65 -6.42
H 6.59 -9.29 4.72
H -6.97 7.75 8.05
H -9.27 0.39 0.48
H -1.70 -5.92 8.74
H 1.21 -3.78 -0.19
H 1.41 0.72 -13.80
H -1.42 -3.84 7.87
H -5.61 -0.02 -9.28
H -3.91 -11.09 -0.19
*
```

Output
**Strongest force on any atom**: 3.91 eV/A
**Gap between HOMO and LUMO**: 9.59 eV
**Energy**: -147956.2135 eV
**SMILES**: COP(=O)(OC)OC.COP(=O)(OC)OC.COP(=O)(OC)OC.COP(=O)(OC)OC.COP(=O)(OC)OC.C1CCOC1.C1CCOC1.C1CCOC1.C1CCOC1.C1CCOC1.C1CCOC1.C1CCOC1

Entry 3:
Formula: C4H6N2O
Source: the Open Molecules 2025 dataset
Level of theory: the ωB97M-V functional and the def2-TZVPD basis

Geometry as ORCA input:
```
! wB97M-V def2-TZVPD RIJCOSX def2/J DEFGRID3
* xyz 0 1
O 1.67 -0.18 -1.10
N 0.38 -1.74 0.20
N 0.67 1.68 -0.11
C -0.32 -0.70 0.01
C 0.69 0.35 -0.38
C 1.76 -1.09 0.08
C -1.80 -0.55 0.03
H 1.49 2.21 -0.34
H 2.01 -0.53 0.99
H -2.26 -1.50 0.30
H -2.11 0.21 0.75
H -2.17 -0.24 -0.95
H -0.02 2.06 0.53
*
```

Output
**Strongest force on any atom**: 0.86 eV/A
**Gap between HOMO and LUMO (spin up / spin down)**: 7.60 / 7.61 eV
**Energy**: -9268.4119 eV
**SMILES**: CC1=N[C@H]2O[C@@]12N

Entry 4:
Formula: C30H48KN4O2S2Te
Source: the Open Molecules 2025 dataset
Level of theory: the ωB97M-V functional and the def2-TZVPD basis

Geometry as ORCA input:
```
! wB97M-V def2-TZVPD RIJCOSX def2/J DEFGRID3
* xyz -2 2
Te -0.18 0.90 0.07
K 2.10 -2.34 -1.21
S 4.88 -1.56 -0.82
S -1.44 -0.88 0.90
O 1.27 -6.44 -0.27
O 2.18 -0.31 -3.16
N 0.82 -0.14 -1.33
N -0.35 -5.05 -0.89
N 2.86 -0.73 1.78
N 3.19 -3.70 1.14
C -3.40 3.33 -2.93
C -3.21 2.33 1.59
C 0.21 2.96 2.97
C -1.84 2.17 1.68
C -1.60 3.24 -1.32
C -2.39 -0.20 -2.35
C -2.04 3.86 3.59
C 3.56 -1.73 2.55
C 0.63 -6.50 -2.68
C -2.53 3.97 -2.15
C -3.41 1.95 -2.98
C 0.58 -5.94 -1.12
C -1.27 2.90 2.81
C -1.63 1.83 -1.35
C -4.59 3.88 -3.69
C -1.52 -4.55 -1.80
C 3.60 0.36 0.85
C -0.68 4.05 -0.41
C 1.88 2.01 -2.53
C -3.42 4.15 3.30
C 5.49 -2.83 0.36
C -2.57 1.21 -2.17
C 4.64 -4.04 0.68
C 3.10 -3.09 2.41
C 1.71 0.54 -2.30
C -0.55 -4.49 0.35
C -4.21 4.85 4.24
C 4.80 -0.04 0.16
C -3.97 1.41 0.76
C -3.91 3.29 2.27
H 0.40 3.78 -0.39
H -1.69 4.37 4.38
H -2.41 -4.72 -1.01
H 3.07 0.64 -0.09
H 0.86 -6.00 -3.51
H -5.00 5.21 3.65
H 6.02 0.25 0.56
H -2.38 5.29 -1.96
H -4.95 1.31 1.41
H -5.40 3.98 -3.06
H -4.65 2.18 -0.61
H -1.60 -4.86 0.90
H 5.03 -4.69 1.68
H 0.45 -4.11 0.95
H 2.71 -4.53 1.05
H 1.23 -7.55 -2.51
H -1.43 -5.59 -2.34
H 0.61 2.11 2.78
H 1.31 2.60 -1.72
H -4.58 3.03 -4.49
H 3.49 -1.32 3.89
H -4.36 4.71 -4.16
H 5.86 -2.35 1.01
H -1.41 -0.65 -2.01
H -2.99 -0.91 -1.81
H 2.09 -1.36 1.35
H -4.94 3.44 1.94
H 4.60 -4.70 -0.69
H 3.17 2.09 -2.60
H 1.58 -3.08 2.53
H -4.28 1.34 -4.31
H 3.21 -4.00 3.25
H -0.93 5.15 -0.87
H 0.62 3.48 2.23
H 3.62 1.48 1.44
H 4.44 -1.73 2.48
H 4.99 0.61 -0.60
H 6.30 -3.14 -0.11
H -1.43 -3.48 -2.39
H 7.50 4.04 -2.44
H -1.05 3.53 0.71
H -3.52 0.64 0.57
H 0.52 3.42 4.12
H -0.80 -3.34 0.26
H -2.52 -0.69 -3.56
H -4.31 4.37 5.01
H -3.49 5.97 4.75
H -0.35 -6.82 -2.67
*
```

Output
**Strongest force on any atom**: 13.18 eV/A
**Gap between HOMO and LUMO (spin up / spin down)**: 3.45 / 3.44 eV
**Energy**: -87199.2464 eV
**Expectation value of S²**: 0.75